Record 1
C3H5ClS in the gas phase in a non-equilibrium geometry, computed with ωB97M-V with the def2-TZVPD basis set.

**E_HOMO**: -8.5 eV
**E_tot**: -975.6405 a.u.
**Structure (SMILES)**: CS/C=C\Cl
**Kohn-Sham gap**: 9.309 eV
**LUMO level**: 0.030 Eh
**Multiplicity**: 1

CARTESIAN COORDINATES (ANGSTROEM)
C  -1.181  -0.299  -1.213
S  -1.354  0.848  0.242
C  0.217  0.542  1.113
C  1.376  -0.027  0.904
Cl  1.892  -1.060  -0.351
H  -0.993  -1.307  -0.830
H  -0.242  0.047  -1.738
H  -2.049  -0.123  -1.848
H  0.292  1.119  2.000
H  2.044  0.260  1.721

---

Record 2
6 unconnected molecules or ions with the total composition C13H22BrN6 in a non-equilibrium geometry, computed with ωB97M-V with the def2-TZVPD basis set.

**E_HOMO**: -2.3 eV
**E_tot**: -3410.9907 a.u.
**Net charge**: -1
**Kohn-Sham gap**: 4.331 eV
**LUMO level**: 0.074 Eh
**Multiplicity**: 1

CARTESIAN COORDINATES (ANGSTROEM)
C  1.407  -0.813  2.990
C  3.016  -1.011  2.739
C  3.458  -2.495  2.200
N  2.787  -2.941  0.919
Br  3.140  -3.847  3.641
H  0.726  -1.212  2.125
H  1.229  0.338  3.241
H  1.127  -1.397  3.970
H  3.435  -0.115  2.075
H  3.537  -0.866  3.803
H  4.621  -2.481  1.994
H  2.137  -2.220  0.535
C  1.110  -1.439  -2.709
C  -0.143  -1.023  -2.058
N  -1.133  -0.694  -1.544
H  0.970  -1.620  -3.780
H  1.891  -0.677  -2.609
H  1.504  -2.364  -2.274
C  -0.823  0.316  5.984
C  0.615  0.491  6.251
N  1.750  0.629  6.462
H  -1.065  -0.724  5.742
H  -1.432  0.597  6.850
H  -1.155  0.930  5.141
C  -3.504  -0.455  -4.888
C  -2.245  -0.316  -5.639
N  -1.250  -0.207  -6.232
H  -3.329  -0.494  -3.808
H  -4.182  0.385  -5.076
H  -4.040  -1.370  -5.162
C  -0.781  4.263  6.808
C  -2.092  3.927  6.228
N  -3.127  3.662  5.769
H  -0.494  3.557  7.595
H  0.012  4.246  6.053
H  -0.781  5.263  7.255
C  -0.894  0.309  -9.693
C  -1.672  0.474  -10.932
N  -2.287  0.605  -11.911
H  -0.362  -0.648  -9.674
H  -0.144  1.098  -9.577
H  -1.535  0.339  -8.805

---

Record 3
2 unconnected molecules or ions with the total composition C2H6FOP in a non-equilibrium geometry, computed with ωB97M-V with the def2-TZVPD basis set.

**E_HOMO**: -9.9 eV
**E_tot**: -596.1646 a.u.
**Structure (SMILES)**: C=P.OCF
**Kohn-Sham gap**: 9.962 eV
**LUMO level**: 0.004 Eh
**Multiplicity**: 1

CARTESIAN COORDINATES (ANGSTROEM)
C  -1.812  1.999  -0.911
P  -1.445  1.413  0.601
H  -2.519  1.444  -1.487
H  -1.474  2.903  -1.228
H  -0.475  2.270  0.784
O  1.802  -0.973  0.912
C  1.041  -1.676  0.096
F  1.849  -2.794  -0.283
H  2.128  -1.386  1.816
H  0.857  -1.228  -0.849
H  0.050  -1.974  0.551

---

Record 4
A molecular structure, C23H49N2OP3RuS in a non-equilibrium geometry, computed with ωB97M-V with the def2-TZVPD basis set.

**E_HOMO (spin up / spin down)**: -13.3 / -15.6 eV
**E_tot**: -2606.4601 a.u.
**Net charge**: +3
**Kohn-Sham gap (spin up / spin down)**: 4.778 / 3.210 eV
**LUMO level (spin up / spin down)**: -0.314 / -0.457 Eh
**Multiplicity**: 6

CARTESIAN COORDINATES (ANGSTROEM)
Ru  0.606  -1.685  0.320
P  2.008  -0.337  1.454
P  1.126  -0.355  -1.534
P  -0.797  -1.722  2.071
H  0.132  -4.174  -0.559
C  -0.531  -3.457  -0.057
C  -1.719  -3.085  -0.833
H  -2.467  -3.888  -0.896
C  3.426  -1.431  1.864
C  2.978  1.163  0.919
C  1.708  0.498  3.081
C  0.613  -0.389  -3.316
C  0.790  1.427  -1.269
C  2.921  -0.676  -1.791
C  -2.339  -2.657  2.369
C  -1.344  -0.101  2.649
C  0.285  -2.566  3.310
H  -0.789  -3.945  0.891
H  -2.168  -2.083  -0.623
H  4.251  -0.814  2.237
H  3.749  -1.964  0.967
H  3.130  -2.138  2.641
H  3.756  1.382  1.669
H  2.319  2.033  0.861
H  3.489  1.024  -0.038
H  2.674  0.795  3.528
H  1.194  -0.123  3.815
H  1.124  1.409  2.918
H  1.047  0.484  -3.815
H  -0.477  -0.346  -3.405
H  0.960  -1.284  -3.837
H  1.710  2.007  -1.356
H  0.337  1.619  -0.290
H  0.077  1.751  -2.032
H  3.059  -1.091  -2.796
H  3.308  -1.410  -1.075
H  3.512  0.244  -1.720
H  -2.522  -2.750  3.447
H  -2.276  -3.668  1.939
H  -3.199  -2.142  1.916
H  -1.085  0.008  3.713
H  -2.439  -0.051  2.530
H  -0.896  0.734  2.072
H  -0.334  -3.270  3.877
H  0.737  -1.850  4.000
H  1.074  -3.122  2.785
C  -0.474  -3.454  -3.531
C  0.615  -3.391  -2.644
C  1.679  -4.244  -2.867
C  1.744  -5.027  -4.019
C  0.776  -4.824  -5.037
C  -0.333  -4.011  -4.796
S  -2.096  -2.860  -3.067
H  -2.751  -4.015  -3.047
H  0.622  -2.734  -1.758
H  2.452  -4.340  -2.107
H  2.570  -5.717  -4.177
H  0.884  -5.316  -6.029
H  -1.154  -3.836  -5.508
C  -3.021  2.286  0.733
N  -2.477  3.619  0.700
C  -3.448  4.693  0.806
C  -2.811  6.053  0.770
C  -1.393  6.045  0.248
N  -0.644  5.026  0.957
C  0.788  5.125  0.981
C  -1.143  3.736  1.025
O  -0.437  2.760  1.357
H  -2.370  1.604  0.168
H  -4.020  2.305  0.255
H  -3.135  1.880  1.752
H  -4.178  4.567  -0.008
H  -4.007  4.568  1.750
H  -2.832  6.442  1.790
H  -3.385  6.716  0.133
H  -0.838  6.985  0.435
H  -1.392  5.863  -0.856
H  1.274  4.705  0.077
H  1.052  6.190  1.047
H  1.168  4.597  1.866

---

Record 5
A molecular structure, C42H40BO3P2RuS in a non-equilibrium geometry, computed with ωB97M-V with the def2-TZVPD basis set.

**E_HOMO (spin up / spin down)**: -16.5 / -16.9 eV
**E_tot**: -3049.8516 a.u.
**Net charge**: +3
**Kohn-Sham gap (spin up / spin down)**: 7.118 / 5.273 eV
**LUMO level (spin up / spin down)**: -0.345 / -0.427 Eh
**Multiplicity**: 5

CARTESIAN COORDINATES (ANGSTROEM)
Ru  -0.063  0.390  -0.492
O  -1.402  -0.457  -3.419
S  -0.979  -1.066  -2.172
C  -2.289  -2.016  -1.426
C  -3.191  -2.702  -2.223
C  -4.069  -3.583  -1.613
C  -4.026  -3.766  -0.234
C  -3.167  -3.017  0.556
C  -2.294  -2.111  -0.040
P  -1.408  -0.881  0.983
C  -2.800  0.091  1.626
C  -3.193  1.201  0.873
C  -4.298  1.943  1.246
C  -5.033  1.570  2.361
C  -4.673  0.444  3.092
C  -3.562  -0.300  2.728
C  -0.646  -1.822  2.321
C  -0.671  -1.359  3.640
C  -0.304  -2.210  4.669
C  0.144  -3.493  4.385
C  0.262  -3.921  3.066
C  -0.128  -3.089  2.032
C  0.162  -2.426  -2.533
C  -0.181  -3.305  -3.543
C  0.670  -4.364  -3.832
C  1.851  -4.521  -3.120
C  2.206  -3.614  -2.131
C  1.370  -2.538  -1.841
P  1.863  -1.274  -0.639
C  1.994  0.249  -1.676
C  1.847  0.283  -3.079
C  2.204  1.419  -3.779
C  2.715  2.530  -3.108
C  2.879  2.507  -1.729
C  2.510  1.386  -1.005
C  3.590  -1.617  -0.220
C  3.862  -2.403  0.902
C  5.173  -2.728  1.206
C  6.207  -2.257  0.407
C  5.932  -1.472  -0.707
C  4.627  -1.138  -1.025
H  -3.208  -2.529  -3.292
H  -4.781  -4.127  -2.218
H  -4.696  -4.476  0.233
H  -3.199  -3.117  1.633
H  -2.636  1.458  -0.028
H  -4.592  2.809  0.667
H  -5.905  2.142  2.647
H  -5.271  0.133  3.938
H  -3.320  -1.193  3.284
H  -0.974  -0.343  3.854
H  -0.375  -1.873  5.694
H  0.410  -4.161  5.194
H  0.630  -4.915  2.853
H  -0.073  -3.437  1.005
H  -1.092  -3.160  -4.110
H  0.397  -5.065  -4.608
H  2.514  -5.344  -3.352
H  3.144  -3.724  -1.604
H  1.501  -0.586  -3.621
H  2.101  1.434  -4.856
H  2.994  3.412  -3.669
H  3.311  3.359  -1.221
H  2.702  1.331  0.063
H  3.049  -2.749  1.531
H  5.391  -3.338  2.072
H  7.233  -2.489  0.661
H  6.739  -1.115  -1.334
H  4.426  -0.531  -1.898
C  0.564  5.217  -0.974
C  -0.463  4.325  -0.313
C  -1.828  4.568  -0.934
O  -0.130  2.883  -0.595
B  -0.315  2.234  0.576
O  -0.619  2.931  1.650
C  -0.461  4.364  1.271
C  -1.600  5.144  1.892
C  0.863  4.819  1.864
H  0.525  5.085  -2.055
H  1.578  5.027  -0.630
H  0.318  6.255  -0.751
H  -1.777  4.395  -2.008
H  -2.120  5.604  -0.768
H  -2.594  3.918  -0.510
H  -2.578  4.822  1.544
H  -1.470  6.204  1.669
H  -1.569  5.026  2.974
H  1.706  4.246  1.472
H  0.834  4.685  2.944
H  1.022  5.877  1.662

---

Record 6
A molecular structure, C27H38BF4N3V in a non-equilibrium geometry, computed with ωB97M-V with the def2-TZVPD basis set.

**E_HOMO (spin up / spin down)**: -15.2 / -15.2 eV
**E_tot**: -2583.9284 a.u.
**Net charge**: +2
**Kohn-Sham gap (spin up / spin down)**: 7.253 / 7.837 eV
**LUMO level (spin up / spin down)**: -0.290 / -0.269 Eh
**Multiplicity**: 2

CARTESIAN COORDINATES (ANGSTROEM)
V  0.398  0.497  -0.003
C  -0.897  -1.210  -0.563
C  -0.032  -1.733  0.454
C  -0.319  -0.889  1.661
C  -1.378  0.004  1.303
C  -1.727  -0.200  -0.069
C  -3.056  0.198  -0.729
C  -3.461  1.657  -0.499
C  -4.050  -0.768  -0.134
C  -3.035  -0.110  -2.221
C  0.225  -0.932  3.123
C  1.656  -1.525  3.274
C  -0.795  -1.731  4.004
C  0.340  0.509  3.668
C  0.757  -3.052  0.238
C  -0.012  -4.097  1.045
C  2.312  -2.943  0.406
C  0.572  -3.517  -1.200
H  -1.020  -1.610  -1.561
H  -1.827  0.742  1.880
H  -3.516  1.873  0.558
H  -4.419  1.951  -0.907
H  -2.759  2.328  -0.973
H  -4.115  -0.641  0.936
H  -3.736  -1.815  -0.346
H  -4.994  -0.634  -0.691
H  -2.194  0.406  -2.685
H  -3.964  0.304  -2.644
H  -3.048  -1.157  -2.425
H  1.609  -2.612  3.086
H  1.859  -1.330  4.334
H  2.447  -1.030  2.685
H  -0.796  -2.790  3.781
H  -1.822  -1.412  3.806
H  -0.663  -1.561  5.096
H  0.958  1.039  2.985
H  0.775  0.611  4.650
H  -0.632  1.079  3.676
H  0.025  -3.973  2.112
H  0.333  -5.108  0.740
H  -1.100  -4.036  0.865
H  2.649  -3.465  1.355
H  2.654  -1.919  0.509
H  2.817  -3.458  -0.413
H  -0.483  -3.714  -1.434
H  1.059  -4.501  -1.330
H  0.982  -2.830  -1.957
N  -0.100  2.512  -2.625
C  -0.076  3.212  -1.425
C  -0.034  4.607  -1.438
C  -0.064  5.278  -0.254
C  -0.112  4.571  0.970
C  -0.055  3.190  0.891
N  -0.082  2.534  -0.268
C  0.664  1.400  -2.925
C  1.308  1.286  -4.173
C  2.141  0.227  -4.450
C  2.396  -0.666  -3.408
C  1.818  -0.430  -2.190
N  0.901  0.548  -1.964
H  -0.136  3.141  -3.418
H  0.077  5.127  -2.422
H  0.177  6.351  -0.274
H  -0.002  4.989  2.011
H  0.040  2.564  1.766
H  1.201  2.081  -4.905
H  2.646  0.147  -5.419
H  3.041  -1.519  -3.532
H  2.115  -1.049  -1.310
F  1.894  0.689  0.896
B  3.878  2.006  0.175
F  3.059  3.059  0.302
F  4.886  1.908  0.938
F  3.838  1.341  -0.997